1.
Molecular formula: C8H14NO
Method: DFT, ωB97M-V/def2-TZVPD

XYZ file:
```
24
C8H14NO | OMol25 | ωB97M-V/def2-TZVPD
C 2.37105 -0.88913 -2.41747
C -0.06696 -1.12176 1.13408
C -0.13279 -2.09522 0.11133
C 0.78775 -0.06584 0.95438
C 0.69374 -2.01923 -0.97849
C 1.61628 0.05343 -0.16793
C 1.55170 -0.91618 -1.14863
O -1.14769 -1.00751 1.98164
H -1.32138 -1.78291 2.53190
H -0.98778 -2.73970 0.14061
H 0.95044 0.66230 1.74589
H 0.65480 -2.76338 -1.72150
H 2.23340 0.92815 -0.31544
H 3.16340 -1.63727 -2.35020
H 2.88818 0.05448 -2.59811
H 1.71857 -1.05609 -3.27267
C -2.43917 2.13627 1.28000
N -1.32128 2.08911 0.30333
H -0.37869 2.40997 0.54361
H -1.05539 1.09061 0.19545
H -1.59221 2.37989 -0.63005
H -2.57186 1.15039 1.71439
H -3.39145 2.38171 0.83455
H -2.22265 2.75790 2.12932
```

Computed properties:
HOMO energy: -12.169 eV
Kohn-Sham gap: 8.9 eV
net charge: +1
spin multiplicity: 1
relative energy (zero: lowest compared OMol25 entry of this formula, charge and spin): 59.9 kJ/mol
total energy: -12053.6652 eV

2.
Molecular formula: C11H15N3O2
Method: DFT, ωB97M-V/def2-TZVPD

XYZ file:
```
31
C11H15N3O2 | OMol25 | ωB97M-V/def2-TZVPD
C -0.34189 -2.65360 1.41275
C -1.16852 -1.34581 0.92487
C -1.64344 -0.61607 2.21337
C -0.48565 0.03469 2.93521
C 0.21443 0.94531 1.98528
C 0.19532 0.76553 0.66141
N 0.98503 1.67670 -0.23969
C 1.95610 2.68528 0.26431
C 0.99248 1.38104 -1.60835
C 0.47298 0.22262 -2.18623
C 0.42469 0.10667 -3.67830
N -0.52505 -0.67770 -4.30435
O 1.23020 0.71637 -4.30601
C -0.24764 -0.61248 -1.31821
O -0.75797 -1.63251 -1.72705
N -0.36887 -0.44697 0.06296
H -1.04089 -3.30451 1.96687
H 0.53300 -2.38357 1.96218
H -0.16531 -3.14854 0.49928
H -1.97823 -1.65719 0.25840
H -2.42367 0.20577 2.05953
H -2.05730 -1.32577 2.87853
H -0.87619 0.66064 3.78650
H 0.19167 -0.76347 3.24872
H 0.89802 1.84484 2.20317
H 1.33343 3.42366 0.69453
H 2.68387 3.09693 -0.49908
H 2.58882 2.33816 1.00066
H 1.49955 1.89007 -2.38697
H -1.03837 -0.31811 -5.15512
H -1.08061 -1.10800 -3.60917
```

Computed properties:
SMILES string: C[C@H]1CCC=C2N(C)C=C(C(N)=O)C(=O)N21
HOMO energy: -7.980 eV
Kohn-Sham gap: 8.6 eV
spin multiplicity: 1
relative energy (zero: lowest compared OMol25 entry of this formula, charge and spin): 174.8 kJ/mol
total energy: -20214.5064 eV

3.
Molecular formula: C21H8Cl2I2N2O8Ti
Method: DFT, ωB97M-V/def2-TZVPD

XYZ file:
```
44
C21H8Cl2I2N2O8Ti | OMol25 | ωB97M-V/def2-TZVPD
Ti 0.76165 -0.51037 -0.29578
O -2.46401 2.43468 -4.55676
C -1.83370 1.91032 -3.67199
C -0.31328 1.93854 -3.51404
O 0.45773 2.59148 -4.19129
C -0.05091 1.06858 -2.37304
C -1.23476 0.60774 -1.79612
O -1.15738 -0.11728 -0.74027
C -2.41089 1.12048 -2.49581
O -3.58976 0.99980 -2.23278
O 1.06962 0.75323 -1.82401
I 0.15339 -1.19892 4.60916
C 0.01211 0.69576 3.76435
C -0.27091 1.80304 4.59159
C -0.37152 3.06059 4.07108
I -0.81528 4.63563 5.37640
C -0.17466 3.28684 2.68100
C -0.23029 4.54456 2.03523
C 0.02220 4.63247 0.69944
C 0.33936 3.45778 -0.01999
N 0.37285 2.28076 0.54016
C 0.11555 2.17303 1.86521
C 0.17839 0.82739 2.39113
O 0.40635 -0.15850 1.59902
H -0.40650 1.64302 5.65195
H -0.47091 5.42781 2.61322
H -0.01960 5.58459 0.18512
H 0.57481 3.50119 -1.08015
Cl -1.00066 -2.78174 0.92348
C -0.53231 -3.80042 -0.40166
C -1.04773 -5.07772 -0.48287
C -0.64808 -5.92954 -1.50510
C 0.28311 -5.46633 -2.42407
C 0.78711 -4.18109 -2.32778
Cl 1.97149 -3.66892 -3.51632
C 0.39219 -3.25345 -1.33146
N 0.83982 -1.98369 -1.26919
H -1.75793 -5.40502 0.26751
H -1.05200 -6.93134 -1.58132
H 0.63167 -6.10265 -3.22789
O 2.40872 -2.05839 1.10339
C 3.13620 -1.12581 0.76649
O 2.72913 -0.07420 0.12708
H 4.20962 -1.15393 0.99770
```

Computed properties:
HOMO energy: -1.927 eV
Kohn-Sham gap: 5.2 eV
net charge: -2
spin multiplicity: 1
relative energy (zero: lowest compared OMol25 entry of this formula, charge and spin): 23.0 kJ/mol
total energy: -105634.6906 eV

4.
Molecular formula: C4H11NOS
Method: DFT, ωB97M-V/def2-TZVPD

XYZ file:
```
18
C4H11NOS | OMol25 | ωB97M-V/def2-TZVPD
O 2.11314 2.40911 -0.24601
C 0.72385 2.33795 -0.30108
N 0.28984 0.87448 -0.49858
C 0.11762 0.01765 0.65629
C -1.05779 -0.89054 0.68178
C -0.83840 -2.33311 0.08402
S -0.11690 -2.38282 -1.61949
H 2.40257 1.87813 -1.05319
H 0.46011 2.52430 0.80322
H 0.25452 2.86491 -1.13117
H -0.58604 0.96757 -0.99726
H 1.03659 -0.60592 0.95369
H 0.11622 0.71113 1.48172
H -2.02558 -0.45241 0.40865
H -1.21829 -0.99532 1.80243
H -1.72165 -2.92507 0.13141
H -0.05205 -2.93319 0.64159
H 0.10222 -1.06684 -1.79803
```

Computed properties:
SMILES string: OCNCCCS
HOMO energy: -8.840 eV
Kohn-Sham gap: 9.7 eV
spin multiplicity: 1
relative energy (zero: lowest compared OMol25 entry of this formula, charge and spin): 207.4 kJ/mol
total energy: -18697.7692 eV

5.
Molecular formula: C22H21F5N3O
Method: DFT, ωB97M-V/def2-TZVPD

XYZ file:
```
52
C22H21F5N3O | OMol25 | ωB97M-V/def2-TZVPD
C -4.80419 -1.29689 1.71925
N -4.00671 -0.09660 1.89703
C -4.56625 1.16799 1.98304
C -3.55239 2.05189 2.09845
N -2.36675 1.32291 2.10040
C -1.07176 1.91355 2.29188
C -0.63648 2.86336 1.37956
F -1.39638 3.10496 0.28300
C 0.59396 3.49650 1.52698
F 1.00637 4.41998 0.63167
C 1.41373 3.14988 2.60144
F 2.62154 3.73533 2.74668
C 1.00451 2.17546 3.51582
F 1.83270 1.78854 4.51291
C -0.25152 1.58994 3.37017
F -0.68621 0.68193 4.28092
C -2.65464 0.01630 1.91795
C -1.71515 -1.11631 1.96995
C -0.35518 -0.86868 1.49653
C 0.63548 -1.67920 1.95322
C 2.03404 -1.30988 1.90729
C 2.96768 -1.94964 2.75817
C 4.23898 -1.41488 2.93086
C 4.61836 -0.24996 2.24826
C 3.72637 0.34044 1.34309
C 2.46457 -0.21037 1.12943
O -2.07586 -2.22010 2.44147
H -4.16213 -2.17541 1.79061
H -5.58192 -1.33344 2.49132
H -5.30191 -1.26561 0.74114
H -5.62762 1.33112 1.95241
H -3.57014 3.12395 2.18440
H -0.21322 -0.05594 0.78348
H 0.37936 -2.51282 2.60051
H 2.64551 -2.84834 3.29095
H 4.93052 -1.89912 3.61898
H 5.60388 0.19340 2.40507
H 4.00115 1.24162 0.79188
H 1.80201 0.20172 0.36206
C -0.60164 -8.02449 3.67302
C -0.18523 -7.03381 2.59962
C 0.15604 -5.65227 3.15527
N 0.49461 -4.73692 2.07891
H -0.84327 -8.99475 3.23006
H 0.20259 -8.18141 4.39951
H -1.48271 -7.65925 4.21085
H 0.68277 -7.42195 2.05778
H -0.99470 -6.90070 1.87374
H -0.72922 -5.29115 3.70142
H 0.99601 -5.72968 3.86329
H -0.26413 -4.10821 1.84200
H 1.37473 -4.26051 2.23285
```

Computed properties:
HOMO energy: -11.057 eV
Kohn-Sham gap: 6.4 eV
net charge: +1
spin multiplicity: 1
relative energy (zero: lowest compared OMol25 entry of this formula, charge and spin): 19.0 kJ/mol
total energy: -43251.5319 eV

6.
Molecular formula: CH5F2N2O2PS
Method: DFT, ωB97M-V/def2-TZVPD

XYZ file:
```
14
CH5F2N2O2PS | OMol25 | ωB97M-V/def2-TZVPD
C 0.59701 0.16574 2.36144
N -0.92971 -0.53010 -2.24040
N -1.07221 -1.25631 0.55657
O -1.09618 1.28934 0.69654
O 0.85861 0.27064 -0.35282
F 0.78263 1.56433 -2.45335
F 1.70757 -0.55109 -2.47788
P 0.39193 0.13228 -1.81457
S -0.38714 0.08799 0.82290
H 1.34509 -0.67147 2.46072
H 1.05602 1.09069 2.26425
H -0.23580 0.04655 3.06337
H -1.02251 -0.43886 -3.22941
H -1.99532 -1.19972 0.34265
```

Computed properties:
HOMO energy: -10.401 eV
Kohn-Sham gap: 10.8 eV
spin multiplicity: 1
relative energy (zero: lowest compared OMol25 entry of this formula, charge and spin): 86.6 kJ/mol
total energy: -33752.6089 eV